# 1
Formula: C23H25Co2O7Si
Source: the Open Molecules 2025 dataset
Level of theory: the ωB97M-V functional and the def2-TZVPD basis

Output
E_LUMO ... 0.07091 Eh
HOMO-LUMO gap ... 5.02 eV
Relative energy (zero: lowest compared OMol25 entry of this formula, charge and spin) ... 76.9 kcal per mole
Total energy ... -121718.213 eV

Geometry as ORCA input:
```
! wB97M-V def2-TZVPD RIJCOSX def2/J DEFGRID3
* xyz -1 1
Co 0.043 -0.120 0.069
Co -0.946 2.491 -2.747
Si -0.038 -4.013 -0.308
O -1.691 5.214 -3.475
O 0.322 -2.822 0.822
O -0.698 0.979 -5.216
O 0.329 1.942 2.074
O -2.789 -0.711 -0.286
O 0.299 -0.657 -2.709
O -3.622 1.521 -2.206
C -0.737 3.871 -0.123
C 0.895 -5.474 0.357
C 1.558 1.120 -1.732
C -0.636 6.236 0.430
C -0.714 1.484 -4.182
C -1.880 -4.190 -0.164
C -0.339 2.835 -1.030
C 2.779 -1.347 2.837
C 1.279 -1.491 2.581
C 0.557 -3.614 -2.013
C -2.529 1.859 -2.352
C 0.990 -1.685 1.104
C 1.738 -0.926 0.085
C -2.227 4.787 1.568
C 0.194 1.214 1.175
C -1.778 3.701 0.817
C 0.692 -2.617 3.417
C -0.188 5.152 -0.317
C 0.692 -0.129 -1.691
C -1.638 6.052 1.390
C -1.656 -0.439 -0.243
C 0.520 2.129 -1.696
C -1.373 4.130 -3.233
H 2.071 1.136 -2.703
H 3.167 -0.452 2.338
H 0.588 5.264 -1.071
H 0.152 -2.666 -2.389
H -2.247 2.719 0.909
H 3.343 -2.228 2.488
H 2.201 -1.584 -0.680
H 1.166 -3.582 3.200
H 0.532 -5.744 1.359
H -1.976 6.892 1.999
H 2.462 -0.183 0.464
H 0.740 -6.321 -0.329
H -2.124 -4.657 0.804
H -2.402 -3.222 -0.221
H 0.855 -2.404 4.479
H 1.654 -3.556 -2.041
H 1.972 -5.251 0.416
H -3.030 4.651 2.302
H 0.774 -0.546 2.857
H -2.242 -4.844 -0.972
H -0.204 7.223 0.246
H -0.386 -2.701 3.270
H 2.319 1.218 -0.948
H 0.229 -4.418 -2.690
H 2.978 -1.228 3.908
*
```

These are the Löwdin partial charges, in e, on atoms 1 to 2: number 1, Co, carries 0.1641; number 2, Co, carries 0.0365

# 2
Formula: C23H25F2N6O2Ru
Source: the Open Molecules 2025 dataset
Level of theory: the ωB97M-V functional and the def2-TZVPD basis

Output
E_LUMO (spin up / spin down) ... -0.01187 / -0.01188 Eh
<S²> ... 0.761
HOMO-LUMO gap (spin up / spin down) ... 6.72 / 6.46 eV
Relative energy (zero: lowest compared OMol25 entry of this formula, charge and spin) ... 47.8 kcal per mole
Total energy ... -45309.148 eV

Geometry as ORCA input:
```
! wB97M-V def2-TZVPD RIJCOSX def2/J DEFGRID3
* xyz 0 2
Ru -0.241 -1.612 0.856
F -1.174 -3.567 -0.732
F -1.192 -4.409 1.320
O -2.449 0.366 -2.449
O -1.769 -0.854 -0.692
N -3.711 2.377 -1.182
N 0.314 0.638 -0.150
N -2.863 -1.677 2.632
N -5.055 3.052 -2.886
N -4.341 4.599 -1.321
N 1.915 -1.744 0.465
C 4.466 -3.247 -1.792
C 4.666 -2.180 0.446
C -4.346 3.332 -1.777
C 0.510 0.672 4.530
C 3.902 -2.595 -0.663
C 3.688 -3.564 -2.855
C 2.524 -2.318 -0.632
C -0.706 2.434 -1.585
C 1.894 0.571 4.635
C 2.307 -3.216 -2.851
C 1.742 -2.607 -1.777
C 0.527 -0.615 2.480
C -1.437 3.120 -0.420
C -0.169 0.075 3.475
C 1.925 -0.681 2.583
C 2.649 -1.353 1.468
C 2.602 -0.107 3.655
C 4.065 -1.551 1.477
C -2.798 2.528 -0.041
C -1.635 0.059 -1.513
C -0.477 -3.643 0.453
C -1.938 -1.712 1.924
C -0.397 0.947 -1.388
H -1.540 4.179 -0.670
H -4.008 4.765 -0.388
H 5.739 -2.355 0.453
H -1.249 0.116 3.437
H 1.690 -3.442 -3.712
H 3.681 -0.174 3.739
H -5.338 3.795 -3.499
H -3.280 3.101 0.753
H 1.307 0.814 -0.220
H 4.649 -1.213 2.323
H -4.929 2.142 -3.301
H -5.054 5.228 -1.648
H -0.033 1.152 0.649
H -2.666 1.523 0.357
H 0.230 2.974 -1.738
H -0.050 1.195 5.298
H 0.447 -4.185 0.258
H -3.480 1.507 -1.741
H -0.823 3.086 0.485
H 0.233 0.620 -2.218
H 4.118 -4.072 -3.710
H 2.418 1.012 5.476
H 0.694 -2.338 -1.778
H 5.526 -3.479 -1.792
H -1.283 2.532 -2.506
*
```

These are the Löwdin partial charges, in e, on atoms 1 to 2: number 1, Ru, carries 1.1252; number 2, F, carries -0.0369

# 3
Formula: C23H25FeN2O3S
Source: the Open Molecules 2025 dataset
Level of theory: the ωB97M-V functional and the def2-TZVPD basis

Output
E_LUMO (spin up / spin down) ... 0.10259 / 0.09396 Eh
<S²> ... 6.083
HOMO-LUMO gap (spin up / spin down) ... 3.25 / 7.20 eV
Relative energy (zero: lowest compared OMol25 entry of this formula, charge and spin) ... 4.2 kcal per mole
Total energy ... -78596.714 eV

Geometry as ORCA input:
```
! wB97M-V def2-TZVPD RIJCOSX def2/J DEFGRID3
* xyz -1 5
Fe 3.254 3.558 1.296
S 1.080 -0.318 0.837
O 5.457 5.032 2.469
O 5.017 1.743 -0.012
O 3.165 1.842 3.688
N -0.175 -2.348 -0.011
N -1.299 -0.277 -0.476
C 1.806 -1.902 1.079
C -2.055 -2.497 -1.463
C 0.362 1.632 -1.332
C 1.455 2.478 -1.317
C -3.381 -0.431 -1.802
C 1.171 -4.240 0.796
C 3.266 -3.641 1.864
C 0.941 -2.881 0.619
C 2.361 -4.622 1.419
C 3.009 -2.280 1.661
C -0.921 1.564 -0.606
C -0.279 -0.986 0.015
C 1.262 3.809 0.814
C -2.438 -1.159 -0.866
C -4.278 0.508 -1.011
C 4.509 2.702 0.402
C -4.235 -1.387 -2.616
C -1.187 -3.262 -0.522
C 1.807 3.588 -0.461
C -1.019 2.456 0.625
C 0.270 2.813 1.447
C 3.301 2.575 2.786
C 4.505 4.662 1.908
H -4.602 0.053 -0.066
H -1.767 2.064 1.328
H 2.178 2.261 -2.117
H -3.643 -2.055 -3.239
H -4.872 -2.003 -1.976
H 0.816 1.888 1.651
H 1.299 4.806 1.288
H -0.737 -4.135 -1.020
H -0.023 3.174 2.449
H 4.179 -3.937 2.379
H -2.991 -1.426 0.053
H -2.737 0.133 -2.486
H -3.770 1.445 -0.771
H -1.575 -2.369 -2.439
H -5.172 0.752 -1.596
H -1.816 1.728 -1.260
H -1.465 3.418 0.295
H 2.543 4.304 -0.875
H 3.701 -1.491 1.934
H -4.895 -0.849 -3.297
H 0.341 0.927 -2.165
H -1.798 -3.638 0.315
H 2.590 -5.680 1.554
H 0.427 -4.971 0.484
H -2.941 -3.123 -1.650
*
```

These are the Löwdin partial charges, in e, on atoms 1 to 2: number 1, Fe, carries 0.1460; number 2, S, carries 1.1271

# 4
Formula: C23H25GeMoNS4
Source: the Open Molecules 2025 dataset
Level of theory: the ωB97M-V functional and the def2-TZVPD basis

Output
E_LUMO (spin up / spin down) ... 0.00489 / -0.00193 Eh
<S²> ... 2.053
HOMO-LUMO gap (spin up / spin down) ... 6.34 / 7.10 eV
Total energy ... -127457.851 eV

Geometry as ORCA input:
```
! wB97M-V def2-TZVPD RIJCOSX def2/J DEFGRID3
* xyz 0 3
Mo 10.256 8.327 9.938
Ge 11.324 9.209 7.017
S 8.279 9.707 9.649
S 10.324 9.829 12.190
S 12.061 7.178 11.242
S 9.347 6.486 8.508
N 8.918 7.146 11.476
C 8.990 5.272 9.867
C 12.671 7.108 13.902
C 6.810 6.440 7.580
C 8.470 7.701 12.611
C 8.502 5.937 11.131
C 12.439 8.937 15.478
C 7.579 7.034 13.460
C 11.834 9.679 14.444
C 13.243 9.201 6.606
C 7.189 5.728 13.214
C 7.698 7.212 8.301
C 8.837 9.170 12.997
C 5.998 8.825 8.676
C 12.813 7.631 15.192
C 10.440 10.935 6.627
C 5.061 7.988 8.074
C 10.501 7.715 5.814
C 11.609 9.108 13.194
C 11.660 9.077 9.017
C 7.338 8.477 8.865
C 5.451 6.756 7.565
C 12.111 7.836 12.874
C 7.655 5.182 12.027
H 9.432 7.936 5.780
H 11.254 11.578 6.241
H 12.354 9.275 16.472
H 7.267 4.196 11.739
H 9.586 10.838 5.926
H 3.984 8.337 8.088
H 8.260 4.528 9.491
H 9.989 11.282 7.573
H 6.479 5.249 13.794
H 13.528 9.567 5.615
H 11.006 7.897 4.846
H 9.027 9.126 14.050
H 11.410 10.647 14.708
H 13.843 9.752 7.356
H 5.622 9.846 8.998
H 7.143 5.545 7.065
H 10.831 6.882 6.370
H 8.091 9.863 12.663
H 7.419 7.502 14.439
H 13.559 8.094 6.592
H 4.717 6.213 7.040
H 12.668 9.332 9.244
H 10.001 4.839 9.928
H 13.093 6.968 15.982
H 12.906 6.082 13.715
*
```

These are the Löwdin partial charges, in e, on atoms 1 to 2: number 1, Mo, carries 0.6576; number 2, Ge, carries 0.7555

# 5
Formula: C23H25N3O5
Source: the Open Molecules 2025 dataset
Level of theory: the ωB97M-V functional and the def2-TZVPD basis

Output
E_LUMO ... 0.02151 Eh
HOMO-LUMO gap ... 8.04 eV
Relative energy (zero: lowest compared OMol25 entry of this formula, charge and spin) ... 102.7 kcal per mole
SMILES ... COc1cccc(OCc2cc(C(=O)N3CCN(c4ccccc4OC)CC3)no2)c1
Total energy ... -38962.115 eV

Geometry as ORCA input:
```
! wB97M-V def2-TZVPD RIJCOSX def2/J DEFGRID3
* xyz 0 1
O 2.300 1.703 -2.138
O 4.047 -2.679 -0.311
O 5.564 1.827 -0.616
O -3.569 -1.461 -0.846
O 0.397 2.833 1.706
N -3.637 1.298 -0.167
N -0.919 1.341 0.649
N 1.086 1.668 -1.542
C 6.462 0.408 1.012
C 4.875 -1.715 0.181
C -5.912 -1.651 -0.248
C -3.210 2.125 0.937
C -7.066 -1.082 0.264
C 5.756 -1.883 1.240
C 0.201 2.081 0.761
C 2.636 2.183 -0.009
C 6.543 -0.814 1.641
C -4.746 -0.913 -0.387
C 4.663 2.089 -1.659
C 5.575 0.580 -0.052
C -3.564 -2.797 -1.279
C -4.731 0.453 -0.024
C 4.789 -0.481 -0.466
C -5.915 0.998 0.479
C 1.261 1.943 -0.272
C -7.064 0.248 0.634
C 3.235 2.009 -1.222
C -1.315 0.491 -0.448
C 4.070 -3.952 0.287
C -1.976 1.514 1.622
C -2.570 1.082 -1.112
H 4.895 3.111 -1.980
H -3.794 -3.490 -0.463
H -4.009 2.224 1.670
H -2.237 0.536 2.041
H -2.946 3.120 0.558
H 4.819 1.414 -2.512
H 5.056 -4.420 0.199
H -1.608 2.169 2.413
H -5.931 2.046 0.735
H -4.267 -2.959 -2.102
H 7.068 1.244 1.320
H -2.302 2.058 -1.537
H -5.926 -2.694 -0.522
H 3.078 2.433 0.931
H -7.957 0.709 1.028
H -2.909 0.434 -1.915
H 5.840 -2.826 1.756
H -0.513 0.418 -1.179
H 4.090 -0.407 -1.283
H -1.556 -0.500 -0.051
H -2.550 -2.984 -1.632
H 3.340 -4.547 -0.259
H -7.956 -1.684 0.369
H 7.229 -0.945 2.464
H 3.782 -3.906 1.342
*
```

These are the Löwdin partial charges, in e, on atoms 1 to 2: number 1, O, carries 0.0318; number 2, O, carries -0.0802

# 6
Formula: C23H25N5O2
Source: the Open Molecules 2025 dataset
Level of theory: the ωB97M-V functional and the def2-TZVPD basis

Output
E_LUMO ... 0.02783 Eh
HOMO-LUMO gap ... 8.67 eV
Relative energy (zero: lowest compared OMol25 entry of this formula, charge and spin) ... 82.6 kcal per mole
SMILES ... C[C@@H](c1ccon1)N(C)Cc1c(C(=O)N(C)Cc2ccccc2)nc2ccccn12
Total energy ... -35801.261 eV

Geometry as ORCA input:
```
! wB97M-V def2-TZVPD RIJCOSX def2/J DEFGRID3
* xyz 0 1
O 1.184 -0.204 2.007
O -5.894 -0.691 0.552
N -1.855 -0.986 -0.427
N -4.546 -0.631 0.422
N -1.722 2.056 0.039
N 0.337 2.861 0.352
N 2.691 1.185 1.096
C -2.257 -3.162 0.806
C -5.244 -2.664 -0.181
C -0.985 1.045 0.577
C 3.768 0.360 1.612
C 4.321 -1.868 -1.393
C -2.690 4.403 -0.985
C -2.703 -2.156 -0.275
C 3.707 -1.172 -0.368
C -3.020 2.103 -0.344
C 3.123 2.298 0.289
C 4.460 -0.400 0.510
C -0.875 3.156 -0.075
C 5.836 -0.338 0.344
C 6.452 -1.040 -0.678
C -3.515 3.263 -0.854
C -0.648 -1.264 -1.177
C -1.546 -0.309 0.835
C 0.293 1.563 0.753
C -4.133 -1.791 -0.015
C 1.419 0.796 1.332
C 5.696 -1.804 -1.550
C -6.310 -1.907 0.193
C -1.381 4.355 -0.601
H -2.689 -2.674 -1.243
H 3.726 -2.464 -2.071
H 6.176 -2.348 -2.350
H -7.362 -2.100 0.246
H -3.596 1.199 -0.216
H -2.385 -2.741 1.799
H 2.265 2.893 -0.008
H -1.209 -3.416 0.667
H -4.547 3.312 -1.158
H -5.237 -3.676 -0.525
H 3.317 -0.342 2.320
H 0.051 -1.926 -0.644
H -2.847 -4.072 0.734
H 4.483 0.997 2.143
H 3.656 1.934 -0.594
H 6.430 0.260 1.020
H 2.636 -1.223 -0.238
H -0.718 5.201 -0.683
H -0.908 -1.720 -2.132
H -2.479 -0.211 1.394
H 7.524 -0.987 -0.796
H -3.106 5.311 -1.393
H -0.136 -0.323 -1.374
H 3.805 2.922 0.872
H -0.811 -0.861 1.435
*
```

These are the Löwdin partial charges, in e, on atoms 1 to 2: number 1, O, carries 0.0307; number 2, O, carries -0.0116